Record 1
{
  "formula": "C20H20MnN7S2",
  "method": "ωB97M-V with the def2-TZVPD basis set",
  "symbols": ["Mn", "C", "C", "N", "N", "C", "N", "S", "C", "C", "C", "C", "C", "N", "H", "H", "H", "H", "H", "H", "H", "H", "H", "H", "C", "C", "C", "C", "N", "C", "C", "C", "C", "C", "C", "N", "H", "H", "H", "H", "H", "H", "H", "H", "C", "H", "H", "S", "C", "N"],
  "xyz": [[0.7595, 0.8492, -0.4122], [-0.4933, 0.5248, 3.7040], [0.0332, 1.2849, 2.5144], [1.1724, 0.7441, 1.7482], [1.7788, -0.4269, 2.2537], [1.5988, -1.5540, 1.5063], [2.5560, -2.4860, 1.7242], [0.3063, -1.7627, 0.4847], [-1.0176, 1.8355, 1.6047], [-1.8318, 2.8865, 1.9799], [-2.7796, 3.3527, 1.0746], [-2.9018, 2.7174, -0.1409], [-2.0517, 1.6474, -0.4248], [-1.1005, 1.2443, 0.4145], [0.3178, 0.0808, 4.2770], [-1.1578, -0.2745, 3.3674], [-1.0572, 1.1953, 4.3556], [2.7537, -0.2455, 2.4829], [3.4993, -2.1070, 1.8283], [2.4817, -3.2587, 1.0827], [-1.7010, 3.3500, 2.9519], [-3.3956, 4.2104, 1.3162], [-3.6189, 3.0462, -0.8816], [-2.0967, 1.1189, -1.3684], [0.5483, 5.2274, -0.8863], [0.1282, 5.3361, -2.2323], [-0.0115, 4.2068, -2.9845], [0.2577, 2.9214, -2.4209], [0.6631, 2.8247, -1.1010], [0.7880, 3.9523, -0.4050], [0.1159, 1.7092, -3.1232], [-0.1931, 1.6024, -4.5113], [-0.3029, 0.3733, -5.0970], [-0.1109, -0.7896, -4.3186], [0.1818, -0.6160, -2.9788], [0.2961, 0.5701, -2.3762], [0.6787, 6.0916, -0.2483], [-0.0853, 6.3072, -2.6664], [-0.3456, 4.2848, -4.0112], [1.1075, 3.8284, 0.6206], [-0.3286, 2.4957, -5.1067], [-0.5274, 0.2967, -6.1553], [-0.1773, -1.7836, -4.7401], [0.3369, -1.4729, -2.3330], [1.3882, 1.9186, 2.5964], [1.6336, 2.8134, 2.0485], [1.9432, 1.7638, 3.5162], [3.3977, 0.7208, -0.7561], [4.1576, 0.1341, 0.6007], [4.6748, -0.2412, 1.5862]],
  "forces_ev_per_a": [[-0.02, -0.63, 0.45], [-0.01, -0.05, 0.02], [0.29, 0.00, 0.16], [-0.26, 0.55, -0.26], [-0.02, 0.07, 0.03], [0.03, 0.17, 0.11], [0.22, -0.09, -0.18], [-0.09, 0.09, -0.15], [-0.01, 0.09, 0.51], [-0.07, -0.04, 0.09], [-0.01, 0.21, 0.24], [0.12, -0.41, -0.27], [-0.50, 0.29, -0.10], [0.47, 0.30, -0.87], [0.03, 0.00, 0.02], [0.04, 0.03, 0.00], [0.00, -0.01, -0.03], [0.13, 0.00, -0.01], [-0.09, -0.05, 0.09], [0.05, -0.04, 0.02], [-0.01, -0.01, -0.06], [0.00, -0.03, 0.01], [0.02, -0.02, 0.00], [0.03, 0.07, -0.04], [-0.02, -0.12, -0.01], [-0.01, 0.03, -0.02], [0.04, -0.02, 0.08], [-0.11, 0.27, -0.18], [0.12, -0.31, 0.33], [0.01, 0.11, -0.10], [-0.07, 0.16, -0.19], [-0.03, -0.07, 0.01], [0.00, 0.00, -0.01], [0.01, 0.07, 0.07], [-0.01, -0.02, -0.10], [0.12, -0.29, 0.37], [0.00, -0.04, -0.02], [0.01, -0.02, 0.01], [0.02, -0.03, 0.02], [0.02, 0.04, 0.01], [0.02, 0.00, 0.03], [0.00, 0.00, 0.01], [-0.01, 0.03, 0.01], [0.04, -0.02, 0.00], [-0.19, -0.24, 0.00], [0.02, 0.00, 0.04], [-0.02, -0.07, 0.00], [-0.07, -0.15, 0.07], [0.05, 0.25, 0.07], [-0.23, -0.05, -0.28]],
  "s_squared": 0.813,
  "e_homo_ev": [-1.5, -2.4],
  "gap_ev": [4.30, 5.13],
  "total_charge": -1,
  "spin_multiplicity": 2,
  "fmax_ha_per_bohr": 0.0201
}


Record 2
{
  "formula": "C62H93AlN6OSSi2",
  "method": "ωB97M-V with the def2-TZVPD basis set",
  "symbols": ["Al", "C", "Si", "C", "C", "N", "C", "C", "C", "C", "C", "C", "N", "Si", "C", "C", "C", "H", "H", "H", "H", "H", "H", "H", "H", "H", "H", "H", "H", "H", "H", "H", "H", "H", "H", "H", "H", "H", "H", "C", "C", "C", "C", "C", "C", "C", "C", "C", "C", "C", "C", "N", "C", "C", "C", "C", "C", "C", "C", "N", "C", "C", "C", "C", "C", "C", "C", "C", "C", "C", "C", "C", "H", "H", "H", "H", "H", "H", "H", "H", "H", "H", "H", "H", "H", "H", "H", "H", "H", "H", "H", "H", "H", "H", "H", "H", "H", "H", "H", "H", "H", "H", "H", "H", "H", "H", "H", "H", "H", "H", "H", "C", "C", "C", "C", "N", "C", "S", "N", "C", "C", "C", "C", "H", "H", "H", "H", "H", "H", "H", "H", "H", "H", "H", "H", "H", "H", "H", "H", "H", "H", "H", "H", "C", "C", "C", "C", "C", "C", "C", "O", "C", "C", "C", "H", "H", "H", "H", "H", "H", "H", "H", "H", "H", "H", "H"],
  "xyz": [[0.4622, 0.9385, -0.5647], [3.8659, -0.8727, -1.0829], [4.1061, -0.3397, 1.9524], [4.6908, -2.0939, 2.1396], [5.5898, 0.7798, 1.9995], [2.5719, 0.1138, 1.8555], [2.0454, 1.1078, 2.6645], [2.6607, 1.3783, 3.9034], [2.2655, 2.3831, 4.7643], [1.2097, 3.1833, 4.3726], [0.5688, 2.9115, 3.1755], [0.8921, 1.8505, 2.3147], [0.0659, 1.5964, 1.1812], [-1.5895, 2.1035, 1.5791], [-2.1554, 1.6018, 3.3115], [-2.7494, 1.2545, 0.4190], [-1.9260, 3.9645, 1.4527], [4.9491, -0.8528, -0.9264], [3.6697, -1.5719, -1.8913], [3.3506, -1.2525, -0.1996], [5.0868, -2.5056, 1.2089], [3.8893, -2.7423, 2.4892], [5.4991, -2.1061, 2.8751], [6.2935, 0.5223, 1.2066], [6.1116, 0.6476, 2.9514], [5.3146, 1.8299, 1.9042], [3.4875, 0.7319, 4.1968], [2.7697, 2.5291, 5.7110], [0.8707, 4.0076, 4.9870], [-0.2229, 3.5907, 2.8984], [-3.0286, 0.9502, 3.2360], [-2.4263, 2.4786, 3.9041], [-1.3872, 1.0543, 3.8560], [-2.6538, 0.1771, 0.5512], [-2.5755, 1.4937, -0.6256], [-3.7672, 1.5510, 0.6785], [-2.2351, 4.3595, 2.4245], [-2.7270, 4.1803, 0.7450], [-1.0559, 4.5295, 1.1309], [-3.1128, 3.4334, -4.2200], [-2.9241, 3.1887, -2.7168], [-4.2855, 3.3069, -2.0221], [-1.8915, 4.1548, -2.1419], [-2.2978, 5.4815, -2.0357], [-1.4527, 6.4598, -1.5591], [-0.1458, 6.1239, -1.2682], [0.3338, 4.8229, -1.3893], [1.8498, 4.6938, -1.2569], [2.3369, 4.1026, 0.0532], [2.4535, 3.9944, -2.4770], [-0.5746, 3.8063, -1.7554], [-0.2062, 2.4024, -1.8425], [-0.2679, 1.9999, -3.0762], [-0.3740, 0.6900, -3.6009], [-0.4275, 0.6265, -5.0138], [-0.6894, -0.5318, -5.6857], [-0.8956, -1.6927, -4.9246], [-0.8662, -1.6638, -3.5577], [-0.6200, -0.4685, -2.8185], [-0.6454, -0.4582, -1.4533], [-1.3030, -1.6310, -0.9129], [-0.5321, -2.6547, -0.3468], [-1.1552, -3.7975, 0.1468], [-2.5206, -3.9568, 0.0869], [-3.2798, -2.9726, -0.5176], [-2.7093, -1.8197, -1.0443], [-3.6810, -0.8941, -1.7741], [-4.1454, -1.4921, -3.1116], [-4.9509, -0.6243, -0.9473], [0.9870, -2.6544, -0.3965], [1.6430, -3.0496, 0.9263], [1.4457, -3.6106, -1.5065], [-3.8781, 2.7642, -4.6181], [-2.1936, 3.2719, -4.7837], [-3.4330, 4.4614, -4.4004], [-2.5821, 2.1627, -2.5928], [-4.7913, 4.2315, -2.3050], [-4.1867, 3.2875, -0.9386], [-4.9254, 2.4756, -2.3227], [-3.3064, 5.7501, -2.3229], [-1.7959, 7.4801, -1.4471], [0.5478, 6.8992, -0.9651], [2.2050, 5.7273, -1.2781], [2.1216, 3.0441, 0.1176], [1.8643, 4.5893, 0.9040], [3.4181, 4.2384, 0.1489], [2.3416, 2.9132, -2.4191], [3.5166, 4.2185, -2.5542], [1.9764, 4.3432, -3.3962], [-0.3260, 2.7825, -3.8318], [-0.2668, 1.5455, -5.5667], [-0.7353, -0.5579, -6.7654], [-1.0787, -2.6369, -5.4240], [-1.0312, -2.5792, -3.0092], [-0.5502, -4.5811, 0.5837], [-2.9912, -4.8491, 0.4808], [-4.3516, -3.1107, -0.5982], [-3.1793, 0.0478, -1.9829], [-4.6137, -2.4653, -2.9459], [-3.3317, -1.6223, -3.8135], [-4.8890, -0.8357, -3.5713], [-5.6611, -1.4458, -1.0658], [-5.4440, 0.2832, -1.2984], [-4.7409, -0.5081, 0.1124], [1.3218, -1.6485, -0.6550], [1.2679, -4.0065, 1.2932], [1.4786, -2.2922, 1.6919], [2.7183, -3.1633, 0.7700], [1.0980, -4.6255, -1.2990], [2.5365, -3.6344, -1.5684], [1.0559, -3.3132, -2.4814], [1.8715, -3.7687, 6.0666], [1.0153, -4.9939, 6.3934], [-0.0292, -5.3638, 5.3339], [-1.3099, -4.5326, 5.3572], [-1.1010, -3.2027, 4.7962], [-1.8170, -2.6507, 3.7893], [-1.1375, -1.5623, 2.7356], [-3.1267, -3.0331, 3.6730], [-4.0137, -3.1021, 4.8407], [-5.4751, -2.9670, 4.4279], [-6.0964, -4.2149, 3.7967], [-5.6074, -4.5233, 2.3832], [2.7214, -3.7047, 6.7469], [1.3203, -2.8322, 6.1667], [2.2644, -3.8270, 5.0488], [0.5120, -4.8389, 7.3524], [1.6785, -5.8515, 6.5254], [-0.3172, -6.4073, 5.4819], [0.4143, -5.2920, 4.3357], [-1.6810, -4.4631, 6.3856], [-2.0709, -5.0327, 4.7585], [-0.1595, -2.8470, 4.8264], [-3.5414, -2.5612, 2.8809], [-3.7580, -2.2976, 5.5385], [-3.8786, -4.0473, 5.3704], [-5.5745, -2.1175, 3.7425], [-6.0416, -2.7102, 5.3256], [-7.1806, -4.0812, 3.7744], [-5.8990, -5.0738, 4.4456], [-5.8025, -3.6814, 1.7137], [-6.1225, -5.3960, 1.9792], [-4.5369, -4.7248, 2.3672], [5.7497, 1.8368, -6.6102], [5.1118, 1.5268, -5.2828], [5.5747, 2.1092, -4.1107], [5.0110, 1.8254, -2.8726], [5.6502, 2.4643, -1.6642], [3.9314, 0.9315, -2.7810], [3.3701, 0.5416, -1.4129], [1.9888, 0.6682, -1.3024], [3.5075, 0.2819, -3.9480], [2.5022, -0.8436, -3.9507], [4.0785, 0.6127, -5.1747], [6.1380, 2.8550, -6.6328], [5.0374, 1.7192, -7.4266], [6.5857, 1.1604, -6.8027], [6.4102, 2.8005, -4.1563], [6.2345, 1.7312, -1.1050], [4.9204, 2.8933, -0.9794], [6.3315, 3.2559, -1.9742], [3.8149, 1.2132, -0.6710], [3.0102, -1.7929, -4.1451], [1.7776, -0.6970, -4.7515], [1.9667, -0.9246, -3.0113], [3.7100, 0.1133, -6.0662]],
  "forces_ev_per_a": [[-0.59, 0.26, 0.45], [-0.03, 0.10, 0.04], [0.30, -0.08, -0.12], [-0.13, -0.07, -0.08], [-0.11, 0.18, 0.10], [-0.27, -0.39, 0.24], [0.13, 0.15, -0.14], [-0.01, 0.00, -0.04], [0.02, 0.01, -0.01], [0.01, -0.01, 0.02], [0.03, 0.11, -0.08], [0.28, 0.19, -0.15], [-0.05, -0.19, -0.36], [-0.14, -0.06, 0.13], [0.18, 0.00, 0.03], [0.08, -0.03, -0.08], [-0.05, 0.01, -0.07], [0.02, -0.01, 0.04], [0.00, -0.06, -0.01], [0.04, 0.01, -0.02], [0.02, 0.02, 0.00], [0.04, 0.04, 0.00], [0.02, 0.06, -0.01], [0.02, -0.05, -0.05], [0.02, -0.01, -0.02], [-0.04, -0.01, -0.02], [-0.05, -0.03, 0.05], [0.02, 0.01, -0.01], [-0.01, 0.00, -0.01], [-0.01, -0.03, 0.00], [0.00, 0.00, -0.02], [0.01, 0.01, -0.02], [-0.03, -0.02, 0.01], [-0.04, -0.02, 0.02], [-0.02, 0.02, -0.07], [-0.05, 0.01, -0.01], [0.01, -0.01, -0.02], [-0.05, -0.01, -0.08], [0.13, 0.13, -0.13], [0.02, -0.02, 0.04], [-0.01, 0.03, -0.03], [0.07, -0.01, 0.01], [0.08, -0.11, 0.15], [-0.04, 0.05, 0.08], [-0.02, 0.00, 0.01], [-0.03, -0.01, 0.04], [0.07, -0.10, 0.09], [-0.17, -0.09, -0.29], [0.04, 0.05, 0.10], [-0.05, 0.05, 0.04], [-0.09, 0.29, 0.23], [0.11, -0.10, -0.12], [0.04, 0.25, -0.05], [0.10, -0.12, -0.13], [-0.03, 0.06, 0.00], [0.00, -0.03, -0.07], [0.11, 0.01, 0.01], [0.06, -0.04, 0.03], [-0.04, -0.19, -0.01], [-0.05, 0.31, -0.02], [-0.23, -0.04, 0.21], [0.14, -0.04, -0.06], [0.01, -0.03, 0.03], [0.03, -0.05, 0.01], [0.00, 0.03, 0.02], [0.14, 0.07, 0.04], [0.00, -0.08, -0.03], [-0.01, 0.05, 0.07], [0.08, 0.04, 0.01], [-0.08, 0.01, 0.03], [-0.01, 0.06, -0.05], [0.01, 0.07, -0.03], [0.02, -0.01, -0.01], [0.00, -0.01, -0.02], [-0.02, 0.00, 0.00], [0.03, -0.04, 0.05], [-0.03, -0.02, 0.02], [0.00, -0.01, 0.03], [-0.02, 0.00, -0.01], [0.00, -0.02, 0.00], [0.00, 0.00, -0.03], [0.00, 0.00, -0.01], [-0.01, 0.00, -0.04], [-0.01, -0.32, 0.06], [-0.04, 0.01, 0.11], [-0.03, -0.03, -0.02], [-0.01, 0.02, -0.01], [0.07, -0.03, 0.01], [0.03, 0.00, -0.02], [-0.01, 0.00, -0.03], [0.01, 0.01, 0.02], [0.01, 0.01, 0.00], [-0.02, 0.00, 0.01], [-0.04, -0.01, -0.05], [0.01, -0.02, -0.01], [0.01, 0.00, 0.00], [0.02, 0.00, -0.02], [0.04, 0.07, 0.02], [-0.01, 0.01, 0.00], [0.09, -0.02, -0.09], [0.00, -0.01, 0.02], [-0.01, 0.02, 0.01], [-0.02, 0.01, -0.02], [0.01, 0.02, 0.04], [0.00, -0.08, 0.00], [0.02, -0.03, 0.00], [-0.03, -0.02, 0.00], [-0.08, -0.04, -0.03], [0.01, -0.01, 0.00], [-0.01, 0.01, -0.01], [0.03, -0.01, 0.01], [-0.03, -0.04, 0.04], [0.02, 0.06, -0.09], [-0.01, 0.05, 0.08], [0.06, 0.00, -0.06], [-0.01, 0.01, 0.12], [-0.01, 0.03, -0.12], [0.07, 0.05, 0.06], [-0.02, -0.02, 0.04], [-0.01, 0.03, -0.02], [0.01, -0.08, -0.01], [0.07, 0.05, -0.07], [-0.03, -0.02, 0.07], [0.00, 0.02, 0.00], [0.01, 0.01, -0.01], [0.00, 0.01, 0.00], [0.02, -0.07, 0.02], [0.01, 0.01, 0.01], [-0.01, 0.00, 0.00], [-0.01, -0.07, -0.01], [-0.04, -0.02, -0.01], [0.00, 0.02, -0.01], [0.00, 0.01, -0.03], [0.00, -0.03, -0.02], [0.03, -0.01, 0.00], [-0.01, 0.01, 0.01], [-0.03, 0.03, 0.04], [0.00, 0.02, 0.00], [-0.01, -0.03, 0.02], [-0.04, 0.00, 0.02], [0.03, 0.00, -0.01], [0.00, 0.01, -0.02], [0.00, 0.00, -0.02], [0.00, -0.03, 0.03], [0.00, 0.03, 0.03], [-0.01, 0.00, -0.02], [0.02, 0.02, 0.01], [-0.08, -0.01, 0.00], [0.16, -0.20, -0.10], [0.26, 0.14, 0.27], [-0.27, -0.10, -0.21], [-0.06, -0.04, 0.03], [-0.02, 0.08, 0.00], [-0.04, 0.01, 0.01], [-0.01, 0.00, -0.02], [0.00, 0.01, -0.01], [0.00, 0.01, -0.01], [-0.02, 0.03, -0.02], [0.02, -0.03, 0.09], [-0.02, 0.04, 0.02], [0.00, 0.01, 0.01], [0.05, -0.02, 0.01], [0.01, 0.00, 0.02], [0.03, -0.05, 0.03], [-0.04, -0.01, -0.05], [0.01, 0.00, -0.01]],
  "e_homo_ev": -6.6,
  "gap_ev": 6.67,
  "total_charge": 0,
  "spin_multiplicity": 1,
  "fmax_ha_per_bohr": 0.0152
}